ORCA calculation (wB97M-V/def2-TZVPD) on a structure of composition C29H37Br4F3N2O6SSi2TeY.

Structure (XYZ):
```
86
Properties=species:S:1:pos:R:3:lowdin_charge:R:1
C -3.71542 2.38840 0.48346 -0.032
C 1.35841 2.21265 2.35620 -0.588
H 2.00674 1.73842 1.61978 -0.012
C 1.87211 -2.16447 5.68016 -0.189
H 1.24450 -3.01939 5.42603 -0.020
C -0.41631 -3.42719 0.98097 -0.409
H 3.63431 -2.08691 2.91949 0.036
H -1.50080 2.16534 -0.98393 0.058
H -3.67720 2.23960 -2.28204 0.090
F -1.86873 -0.60339 -7.76437 0.140
H 2.87534 -2.53794 5.90330 0.028
H 0.29367 5.90999 3.41205 0.027
O -0.17056 -2.67960 -1.23309 -0.271
H 2.98716 -2.53046 -1.67904 0.144
O -4.35098 -0.24880 1.04632 0.061
H 2.45308 1.78219 -3.89893 0.101
O -1.79036 1.34677 -0.56498 -0.217
C -0.33054 4.28419 0.70521 -0.193
H 2.49445 5.84324 1.11743 0.027
O -2.66999 -1.04939 -0.23235 -0.121
H -0.39086 4.37722 3.96522 0.024
Y -0.42838 -0.70017 -0.29818 1.380
C -1.66970 -1.59906 -3.38855 -0.090
C -0.60432 -4.50104 1.84333 -0.616
H 3.90748 0.02223 5.39591 0.026
C 3.26683 -0.19302 -4.12082 -0.078
H 1.83718 2.18219 3.33472 -0.018
Te -0.42287 1.03887 2.53609 1.312
Si 1.93305 -0.92720 4.26800 0.410
C -0.92778 0.54162 -3.72188 -0.131
C -3.22346 1.26553 -0.40504 -0.512
C -2.28590 -1.62655 -4.63282 0.034
H 1.29242 4.77206 4.32479 0.028
O 1.89784 -0.83712 -0.36294 -0.274
C 2.09890 0.61744 -2.15797 -0.671
Br -0.58175 -7.86412 -0.62128 0.665
C 2.61860 -1.72515 2.73621 -0.160
C -0.29912 -3.70464 -0.42394 -0.405
H -4.97714 1.21855 -1.64700 0.099
F -3.45163 0.67914 -7.04644 0.137
C 2.94170 -1.61060 -2.24149 -0.008
C -0.36058 -5.02037 -0.85696 -0.634
C -3.44532 -0.13728 0.23586 -0.615
H -4.78368 2.26489 0.65223 0.090
C 3.42919 -1.43538 -3.51016 -0.059
H -0.38359 1.38574 -3.31285 0.056
H 2.64655 -1.03950 1.88738 0.013
H 1.47479 -1.70675 6.58993 0.030
C 0.50975 4.85033 3.56631 -0.187
C -3.89640 1.29785 -1.76897 -0.003
H 1.99298 -2.56959 2.43821 0.028
S 1.18220 1.76115 -1.27206 0.668
H -0.01803 3.96323 -0.29075 -0.021
Si 1.02935 4.01749 1.96751 0.366
C -0.52940 -6.09112 0.03563 -0.771
H -1.69096 -2.45466 -2.72810 0.092
H -1.24104 3.74901 0.98482 -0.002
Br -0.20539 -5.28818 -2.72899 0.719
H -2.81888 -2.51022 -4.95178 0.125
H 3.49757 1.02310 4.00596 0.016
H 3.64159 -0.02158 -5.12148 0.103
N -1.00368 -0.53573 -2.93566 0.052
C 0.15393 -0.36585 4.02995 -0.586
H 2.90699 4.28266 0.39119 0.022
N 2.32449 -0.60629 -1.58849 -0.214
F -3.69417 -1.47031 -6.99580 0.141
H 3.91237 -2.26166 -4.00959 0.104
H -3.55185 0.46620 -2.38339 0.074
H -3.53997 3.36075 0.01297 0.086
H -0.57644 5.34829 0.65090 0.036
H 2.56965 1.16493 5.50690 0.030
Br -0.88628 -7.24059 2.62318 0.670
C 3.07480 0.46154 4.83975 -0.194
H -0.25729 -0.01623 4.97813 0.001
C -2.81057 -0.48016 -6.80739 -0.583
C -2.19872 -0.50549 -5.43426 -0.114
C 2.61632 4.77665 1.32142 -0.181
O -0.35630 -2.17438 1.35383 -0.269
H -0.39405 -1.26292 3.72534 -0.053
H -3.22183 2.36381 1.45504 0.059
H 3.43345 4.65965 2.03704 0.029
H -1.41739 1.50032 -5.57553 0.124
C -0.65499 -5.82853 1.38563 -0.767
C -1.50395 0.60407 -4.97680 0.013
Br -0.82517 -4.08033 3.67604 0.795
C 2.60997 0.81197 -3.44976 -0.100
```

Summary:
Gap between HOMO and LUMO in eV: 6.64
Net charge: -1
Spin multiplicity: 1


ORCA calculation (wB97M-V/def2-TZVPD) on a cluster of 2 separate species, C5H13NO2 in total in a non-equilibrium geometry.

Structure (XYZ):
```
21
Properties=species:S:1:pos:R:3:lowdin_charge:R:1
C 0.43195 0.56294 -0.00281 -0.192
H 1.16574 1.93375 -1.44687 0.101
O -2.71714 -0.95679 0.28009 0.009
H -2.82335 -1.74801 -1.57302 0.129
H -2.76227 0.33399 2.68788 0.012
H -0.53994 -1.59065 -1.90261 0.128
H 3.54006 1.07768 -1.50327 0.051
H 0.97266 -1.53892 -0.14441 0.122
H -0.44454 1.20539 -0.05502 0.111
H 1.26400 0.24379 -1.99435 0.097
H 3.00642 1.61096 0.06816 0.077
C 0.08842 -0.91413 -0.00449 -0.198
N -0.89144 -1.27042 -1.01873 0.026
H 0.92866 0.80653 0.94236 0.112
H -3.42334 0.83162 4.02010 0.024
C 1.40820 0.91733 -1.14904 -0.261
H 3.18013 -0.10238 -0.32899 0.074
O -2.75265 0.26494 3.64525 -0.059
H -0.27778 -1.23576 0.97242 0.120
C 2.86298 0.86794 -0.71874 -0.117
C -2.21677 -1.29977 -0.77391 -0.364
```

Summary:
Gap between HOMO and LUMO in eV: 10.76
Structure (SMILES): CCCCNC=O.O
Spin multiplicity: 1


ORCA calculation (wB97M-V/def2-TZVPD) on a structure of composition C4H3MgNaO in a non-equilibrium geometry.

Structure (XYZ):
```
10
Properties=species:S:1:pos:R:3:lowdin_charge:R:1
Mg 1.57390 -0.12178 1.72049 0.941
C 1.34860 -1.48076 -0.89773 -0.375
O 2.18502 -1.21324 -0.05260 -0.115
C -1.72890 1.95557 1.71380 -0.156
Na -0.80217 1.25079 -0.85230 0.561
H -0.70689 -1.81419 -1.37137 0.090
C -0.68515 1.31310 1.79422 -0.260
H -2.65141 2.51629 1.66811 0.013
H 1.30612 -1.25558 -2.28937 0.234
C 0.16088 -1.15019 -1.43325 0.067
```

Summary:
Gap between HOMO and LUMO (alpha / beta) in eV: 5.18 / 7.89
Net charge: +1
Spin multiplicity: 2
⟨S²⟩: 0.754


ORCA calculation (wB97M-V/def2-TZVPD) on a cluster of 2 separate species, C2H9N3 in total.

Structure (XYZ):
```
14
Properties=species:S:1:pos:R:3:lowdin_charge:R:1
H -0.13246 0.19458 2.10666 0.040
C 0.18953 -0.90938 -1.35429 -0.366
H 1.27906 -0.89005 -1.35998 0.104
N -0.23669 0.35397 -0.67971 -0.015
H -0.16725 -1.73199 -0.73561 0.098
H 1.05445 1.62301 2.28148 0.052
N 0.09665 1.09133 3.96965 0.003
H -1.20304 -1.09972 -2.88177 0.059
C 0.32625 0.95420 2.74156 -0.165
H -1.08286 0.58817 -1.19310 0.052
H 0.43274 1.05084 -0.99368 0.054
H -0.65733 0.48365 4.28326 0.030
H 0.31361 -0.64556 -3.46393 0.060
N -0.21267 -1.06305 -2.72053 -0.007
```

Summary:
Gap between HOMO and LUMO in eV: 10.14
Structure (SMILES): C=N.NCN
Spin multiplicity: 1


ORCA calculation (wB97M-V/def2-TZVPD) on the ion C5H15N2 with charge +1 in a non-equilibrium geometry.

Structure (XYZ):
```
22
Properties=species:S:1:pos:R:3:lowdin_charge:R:1
H 1.15614 1.20586 -0.72920 0.145
H 0.85131 -1.23165 -1.23219 0.098
H -1.15963 -1.20974 0.96060 0.124
H 0.37000 0.06814 3.29517 0.118
H 1.44176 1.26093 2.48844 0.082
C -0.20678 -1.09655 -1.03107 -0.200
H 1.68622 -0.56253 2.62255 0.097
H -2.39196 0.38564 -0.52060 0.072
H -0.20251 0.23701 -2.49212 0.115
H 2.30053 0.11217 -0.10720 0.169
H 0.48708 -1.92273 0.86164 0.113
H -0.55315 0.89639 0.98096 0.146
N -0.66278 0.18282 -1.58797 -0.170
H -2.25187 1.51989 -1.96130 0.083
H 1.99322 1.52481 0.63382 0.153
H -0.83232 -1.90936 -1.45055 0.131
C 0.35143 0.29701 1.04570 -0.294
H -2.76007 -0.17419 -2.06716 0.094
C -2.07657 0.54014 -1.54941 -0.094
C -0.13779 -1.09061 0.56242 -0.129
N 1.54434 0.75883 0.11192 0.204
C 1.01002 0.26532 2.39967 -0.058
```

Summary:
Gap between HOMO and LUMO in eV: 9.61
Structure (SMILES): CNCC[C@@H](C)[NH3+]
Net charge: +1
Spin multiplicity: 1


ORCA calculation (wB97M-V/def2-TZVPD) on a structure of composition C45H47N2O2Si in a non-equilibrium geometry.

Structure (XYZ):
```
97
Properties=species:S:1:pos:R:3:lowdin_charge:R:1
C 1.94925 4.59071 9.53596 -0.250
H -3.33287 -1.00381 2.56187 0.050
C 1.69932 5.86309 9.00742 -0.007
C -3.30106 -3.22768 1.60331 -0.159
H 2.24357 3.54561 7.22029 0.120
H -0.59228 -0.66609 5.44937 0.075
C 0.35918 -3.10312 5.72605 -0.011
C -0.74391 4.12029 12.80749 -0.067
H -3.35459 0.51560 3.45728 0.093
H -2.80301 4.68234 13.14714 0.106
Si -1.68866 -2.88686 0.74558 0.453
C 1.59452 2.68723 7.39356 0.013
O -0.90645 -1.59725 1.54816 -0.084
N 0.90185 3.62252 9.52746 -0.010
H -0.86359 1.08706 4.79179 0.143
H -3.04368 -8.51176 9.26088 0.106
H -1.04215 -5.20649 0.44234 0.046
H -2.53104 0.44129 1.89745 0.109
C -1.44640 4.00736 10.09365 -0.027
H -2.05338 -6.94615 10.94345 0.108
C -0.03219 1.53370 8.79663 0.008
H -1.95837 -8.78368 7.02419 0.106
H -3.41260 4.62886 10.71860 0.108
H -4.05769 -2.45883 1.40462 0.039
C 0.45667 -4.35032 6.32718 0.015
C 4.82031 -7.50343 9.63821 -0.081
C 0.60142 -0.61945 5.76818 -0.051
H 0.00242 -5.64989 10.36477 0.109
C -1.59721 -7.06826 9.96087 -0.069
N 1.33052 -5.75202 8.09516 -0.030
H 4.62905 7.36323 9.87784 0.107
H -0.06494 -5.21711 5.92426 0.107
C 3.96680 -6.80131 10.49574 -0.069
C 3.87392 6.58245 9.78168 -0.077
C -0.55883 -1.14999 2.74872 -0.385
H -3.68389 -4.17399 1.19639 0.046
H -2.24888 0.12700 5.39287 0.140
H 1.40035 -2.48373 1.47500 0.075
C 2.67099 6.85788 9.11949 -0.067
H -2.34493 -3.06794 -1.60184 0.046
C 1.98702 -3.41390 7.96514 0.024
C 0.81097 2.63347 8.55969 -0.187
H 5.03717 5.10080 10.86214 0.109
C 2.81747 -6.18916 9.98870 -0.023
C -0.02678 0.46505 7.91611 -0.022
H 1.17642 -0.41785 4.86511 0.134
H 1.27366 3.65477 12.13344 0.115
C 0.23578 3.84616 11.85156 -0.002
H 2.47286 7.84342 8.69421 0.109
H -0.95953 -1.96265 -1.42848 0.044
C 1.54057 1.63969 6.47922 -0.011
H -0.47527 4.11038 13.86474 0.109
H -0.65945 1.50541 9.68705 0.121
H 5.69886 -8.00959 10.04085 0.106
H 3.20350 -6.92039 6.68088 0.119
C -0.45367 -6.33375 9.64660 -0.010
C 3.15116 4.31047 10.19347 -0.020
C -2.40028 4.38012 11.04497 -0.071
H 3.29531 3.31603 10.62231 0.123
C 2.55758 -6.24871 8.61965 -0.231
H -0.18904 -3.00511 4.78995 0.109
H 2.29040 -1.28947 7.86751 0.125
H 2.64638 -3.56548 8.82043 0.121
C -2.14423 -7.94446 9.01696 -0.081
H 0.36861 -4.15084 0.20542 0.041
C -1.49415 -0.46532 3.53180 -0.253
H 2.13268 1.67877 5.56095 0.125
O 0.69179 -1.29980 3.08708 -0.069
H 4.17641 -6.73383 11.56413 0.108
C -0.11952 3.79132 10.49761 -0.238
C 3.44215 -6.90359 7.74693 -0.006
C 1.69401 -1.60694 2.06158 0.037
H -2.59968 -1.40618 -1.01637 0.044
H 2.11289 -5.66812 10.63889 0.106
H -1.70398 3.91100 9.03588 0.122
C 1.78758 -2.14926 7.42479 -0.005
C -2.73315 -0.12324 2.81961 -0.044
H -3.18537 -3.35146 2.68683 0.047
C 0.92807 -1.96892 6.32350 -0.194
C 0.13389 -6.47497 8.38570 -0.218
C -1.30736 0.08003 4.82958 0.040
C 4.11168 5.31506 10.32526 -0.068
H -0.19023 -4.54135 1.85540 0.041
C -0.51672 -4.32247 0.83094 -0.156
C -0.40903 -7.34797 7.43738 -0.023
H 5.21000 -8.11752 7.58934 0.107
C 0.74740 0.51317 6.74815 -0.261
C 4.55678 -7.56045 8.26304 -0.074
C -2.05052 4.41999 12.40108 -0.083
C -1.54473 -8.09436 7.76093 -0.072
H 0.73516 6.05070 8.52746 0.125
C -1.91729 -2.26512 -0.98523 -0.145
H 1.81706 -0.72539 1.42414 0.110
H 0.07707 -7.43392 6.46301 0.115
H -0.62406 -0.42007 8.14162 0.135
H 2.60262 -1.80891 2.62539 0.103
C 1.27462 -4.51353 7.45328 -0.190
```

Summary:
Gap between HOMO and LUMO in eV: 6.15
Net charge: +1
Spin multiplicity: 1